[1]
The following is a quantum chemistry calculation of a cluster of 2 separate species, C5H15NO in total, from the OMol25 dataset.

Calculated values
Kohn-Sham gap: 10.637 eV
structure (SMILES): CC(C)[C@H](C)N.O
E_LUMO: 0.9 eV

Atoms and positions in Å:
C: 0.32 1.41 -1.27
C: -0.88 1.09 -0.37
C: -0.93 1.84 0.95
C: -0.80 -0.44 -0.12
C: -1.99 -0.95 0.68
N: 0.52 -0.87 0.40
H: 0.36 0.86 -2.22
H: 1.25 1.27 -0.73
H: 0.43 2.47 -1.59
H: -1.75 1.35 -0.95
H: -1.80 1.60 1.55
H: -0.07 1.65 1.60
H: -0.84 2.90 0.78
H: -0.91 -0.92 -1.09
H: -2.95 -1.04 0.15
H: -1.83 -1.99 0.98
H: -2.16 -0.43 1.63
H: 0.75 -0.47 1.30
H: 0.57 -1.88 0.56
O: 3.10 -1.77 -0.38
H: 3.42 -0.99 -0.82
H: 2.29 -1.46 0.06

Mulliken population analysis, charges in e, atoms 1 to 5:
1. C -1.44
2. C 0.53
3. C -1.47
4. C -0.04
5. C -1.42

=====

[2]
The following is a quantum chemistry calculation of a cluster of 2 separate species, C5H15NO in total, from the OMol25 dataset.

Calculated values
Kohn-Sham gap: 10.465 eV
structure (SMILES): CC[C@H](C)NC.O
E_LUMO: 0.9 eV

Atoms and positions in Å:
C: 1.45 0.68 -2.04
C: 0.27 0.77 -1.06
C: 0.08 -0.57 -0.29
C: -0.56 -1.64 -1.14
N: -0.72 -0.20 0.99
C: 0.14 -0.56 2.15
H: 1.32 -0.11 -2.80
H: 1.63 1.65 -2.47
H: 2.31 0.45 -1.41
H: -0.71 1.09 -1.39
H: 0.53 1.44 -0.23
H: 1.09 -0.81 0.06
H: -0.79 -2.54 -0.57
H: 0.07 -1.88 -2.02
H: -1.45 -1.35 -1.69
H: -1.42 -0.91 0.78
H: -0.54 -0.61 3.01
H: 0.61 -1.53 2.02
H: 0.87 0.21 2.39
O: -1.18 2.49 1.93
H: -0.85 1.58 1.86
H: -2.13 2.36 1.93

Mulliken population analysis, charges in e, atoms 1 to 5:
1. C -1.19
2. C -0.48
3. C 0.08
4. C -1.48
5. N -0.42

=====

[3]
The following is a quantum chemistry calculation of a cluster of 2 separate species, C5H15NO in total, from the OMol25 dataset.

Calculated values
Kohn-Sham gap: 8.792 eV
structure (SMILES): CNCC(C)C.O
E_LUMO: 0.8 eV

Atoms and positions in Å:
C: 1.35 -2.19 -0.92
N: 1.05 -0.79 -1.33
C: 0.17 0.08 -0.52
C: 0.18 1.49 -1.06
C: 1.75 1.95 -1.16
C: -0.71 2.46 -0.19
H: 2.23 -2.22 -0.12
H: 0.55 -2.68 -0.36
H: 1.43 -2.83 -1.86
H: 1.06 -0.52 -2.28
H: -0.78 -0.47 -0.70
H: 0.36 0.07 0.55
H: -0.06 1.45 -2.15
H: 1.93 3.04 -1.66
H: 2.26 2.05 -0.21
H: 2.46 1.13 -1.58
H: -1.84 2.21 -0.36
H: -0.46 2.46 0.98
H: -0.40 3.45 -0.61
O: -3.30 -2.43 4.16
H: -2.41 -2.29 4.43
H: -3.75 -2.71 4.99

Mulliken population analysis, charges in e, atoms 1 to 5:
1. C -0.90
2. N -0.19
3. C -0.76
4. C 0.38
5. C -1.18

=====

[4]
The following is a quantum chemistry calculation of a cluster of 2 separate species, C5H15NO in total, from the OMol25 dataset.

Calculated values
Kohn-Sham gap: 9.560 eV
structure (SMILES): CCCCCN.O
E_LUMO: 0.6 eV

Atoms and positions in Å:
C: 1.24 0.31 2.61
C: 1.74 0.17 1.18
C: 0.82 0.22 -0.13
C: -0.32 -0.66 -0.52
C: -0.08 -2.17 -0.01
N: 0.71 -3.01 -0.91
H: 0.14 0.62 2.55
H: 1.19 -0.61 3.26
H: 1.65 1.06 3.23
H: 2.50 -0.76 1.09
H: 2.44 1.02 1.11
H: 0.49 1.18 -0.14
H: 1.58 0.05 -0.90
H: -1.36 -0.36 -0.13
H: -0.54 -0.59 -1.62
H: 0.40 -2.11 1.09
H: -1.02 -2.58 0.28
H: 1.53 -2.81 -1.39
H: 0.08 -3.24 -1.72
O: -3.48 4.41 -1.90
H: -3.06 3.94 -1.26
H: -3.50 3.80 -2.57

Mulliken population analysis, charges in e, atoms 1 to 5:
1. C -1.09
2. C -0.53
3. C -0.74
4. C -0.35
5. C -0.49

=====

[5]
The following is a quantum chemistry calculation of a cluster of 2 separate species, C5H15NO in total, from the OMol25 dataset.

Calculated values
Kohn-Sham gap: 8.927 eV
structure (SMILES): CCN(C)CC.O
E_LUMO: 0.7 eV

Atoms and positions in Å:
C: -1.28 1.49 1.94
C: -0.98 0.56 0.74
N: 0.49 0.37 0.49
C: 1.21 -0.27 1.56
C: 0.78 -0.13 -0.87
C: 1.77 0.75 -1.67
H: -2.34 1.41 2.16
H: -0.68 1.16 2.79
H: -0.85 2.48 1.70
H: -1.52 -0.40 0.95
H: -1.31 0.79 -0.27
H: 1.13 -1.38 1.59
H: 0.87 0.00 2.55
H: 2.32 -0.13 1.52
H: -0.23 -0.12 -1.25
H: 1.08 -1.19 -0.88
H: 1.09 1.48 -2.14
H: 2.58 1.16 -1.06
H: 2.13 0.07 -2.48
O: -2.39 -2.74 -2.15
H: -2.43 -2.59 -3.10
H: -1.43 -2.78 -2.10

Mulliken population analysis, charges in e, atoms 1 to 5:
1. C -1.15
2. C -0.32
3. N 0.13
4. C -0.99
5. C -0.66

=====

[6]
The following is a quantum chemistry calculation of a cluster of 2 separate species, C5H15NO in total, from the OMol25 dataset.

Calculated values
Kohn-Sham gap: 8.569 eV
structure (SMILES): CCN(C)CC.O
E_LUMO: 0.8 eV

Atoms and positions in Å:
C: 0.23 -0.09 2.59
C: -0.26 0.49 1.22
N: -0.53 -0.49 0.23
C: -1.91 -0.95 0.17
C: 0.15 -0.51 -1.04
C: 0.33 -1.94 -1.57
H: 0.83 0.59 3.19
H: -0.59 -0.54 3.15
H: 0.99 -0.86 2.38
H: -1.07 1.14 1.57
H: 0.55 1.13 0.87
H: -1.96 -2.00 0.50
H: -2.28 -0.94 -0.86
H: -2.57 -0.48 0.89
H: 1.13 -0.04 -1.05
H: -0.42 0.09 -1.78
H: 1.02 -2.42 -0.87
H: -0.57 -2.53 -1.45
H: 0.50 -1.86 -2.64
O: 1.60 2.95 -1.41
H: 1.72 3.69 -0.78
H: 2.29 2.32 -1.19

Mulliken population analysis, charges in e, atoms 1 to 5:
1. C -1.17
2. C -0.32
3. N 0.23
4. C -1.20
5. C -0.43

=====

[7]
The following is a quantum chemistry calculation of a cluster of 2 separate species, C5H15NO in total, from the OMol25 dataset.

Calculated values
Kohn-Sham gap: 9.367 eV
structure (SMILES): CCCCNC.O
E_LUMO: 1.0 eV

Atoms and positions in Å:
C: 1.72 2.00 1.37
C: 1.11 1.11 0.30
C: -0.37 0.90 0.51
C: -0.99 -0.20 -0.37
N: -0.63 -1.57 -0.19
C: -0.93 -2.33 1.03
H: 1.70 1.56 2.36
H: 1.25 2.99 1.44
H: 2.76 2.21 1.12
H: 1.25 1.52 -0.71
H: 1.66 0.19 0.13
H: -0.66 0.58 1.53
H: -0.81 1.90 0.35
H: -2.08 -0.17 -0.45
H: -0.55 0.09 -1.35
H: 0.25 -1.86 -0.60
H: -0.63 -1.74 1.92
H: -1.97 -2.65 1.01
H: -0.26 -3.18 1.04
O: -0.35 -0.52 -3.66
H: -0.51 0.37 -3.40
H: -0.96 -1.20 -3.37

Mulliken population analysis, charges in e, atoms 1 to 5:
1. C -1.28
2. C -0.37
3. C -0.47
4. C -0.41
5. N -0.19

=====

[8]
The following is a quantum chemistry calculation of a cluster of 3 separate species, C5H15NO2 in total, from the OMol25 dataset.

Calculated values
Kohn-Sham gap: 6.977 eV
E_LUMO: -2.8 eV

Atoms and positions in Å:
C: -0.91 -1.68 -1.80
C: -0.06 -0.86 -0.85
N: -0.37 -0.99 0.53
C: -1.79 -0.79 0.76
C: 0.37 0.02 1.30
C: 1.81 0.32 0.91
O: 1.88 1.10 -0.30
H: -1.95 -1.34 -1.87
H: -0.57 -1.63 -2.83
H: -0.96 -2.71 -1.45
H: 0.96 -1.15 -1.02
H: -0.22 0.28 -1.08
H: -1.98 -0.73 1.83
H: -2.28 -1.65 0.31
H: -2.12 0.12 0.23
H: 0.27 -0.26 2.35
H: -0.26 0.93 1.16
H: 2.28 0.92 1.70
H: 2.40 -0.58 0.74
H: 0.97 1.43 -0.31
H: 1.11 3.85 0.23
H: 1.30 3.33 0.73
O: -0.80 1.80 -0.69

Mulliken population analysis, charges in e, atoms 1 to 5:
1. C -1.73
2. C 0.39
3. N 0.02
4. C -0.96
5. C -0.62

=====

Calculated total energy
In order: -329.48644; -329.46060; -329.41097; -329.40717; -329.44090; -329.44756; -329.45799; -404.45396
Unit: Ha
Energy relative to the best compared isomer or geometry (same formula, charge and spin)
In order: 55.6; 123.4; 253.7; 263.7; 175.1; 157.6; 130.3; 790.5
Unit: kJ/mol
HOMO
In order: -9.739; -9.547; -7.955; -9.002; -8.181; -7.815; -8.413; -9.760
Unit: eV